Record 1
{
  "formula": "C10H15CuN4OS2",
  "method": "ωB97M-V/def2-TZVPD",
  "elements": ["Cu", "C", "C", "N", "N", "C", "N", "S", "C", "C", "C", "C", "C", "N", "H", "H", "H", "H", "H", "H", "H", "H", "H", "C", "S", "C", "O", "H", "H", "H", "H", "H", "H"],
  "positions_angstrom": [[-0.8082, 0.5537, -0.7175], [-2.0324, -1.6474, 2.5512], [-1.4765, -0.6174, 1.6285], [-2.0510, -0.3396, 0.5017], [-3.1982, -0.7917, 0.0806], [-3.5091, -0.5476, -1.1773], [-4.6865, -0.9479, -1.6514], [-2.4494, 0.2786, -2.2729], [-0.2610, 0.1397, 1.8848], [0.6336, -0.1266, 2.9202], [1.7475, 0.6787, 3.0745], [1.9271, 1.7653, 2.2286], [1.0038, 1.9662, 1.2174], [-0.0286, 1.1591, 1.0286], [-3.1182, -1.5687, 2.5569], [-1.7761, -2.6391, 2.1749], [-1.6500, -1.5417, 3.5603], [-5.3751, -1.3451, -1.0331], [-4.9339, -0.7312, -2.6019], [0.4639, -0.9618, 3.5785], [2.4686, 0.4766, 3.8511], [2.7551, 2.4417, 2.3476], [1.0814, 2.8080, 0.5440], [3.3483, -0.8465, -2.1232], [2.2824, 0.5726, -1.7006], [2.0425, 1.2161, -3.3899], [0.9692, -0.0956, -1.3668], [2.9683, -1.3475, -3.0072], [3.3332, -1.5285, -1.2791], [4.3584, -0.4858, -2.2787], [2.9333, 1.7625, -3.6789], [1.1878, 1.8862, -3.3672], [1.8498, 0.4048, -4.0837]],
  "s2": 0.7553,
  "homo_lumo_gap_ev": [7.52, 6.72],
  "multiplicity": 2,
  "charge": 1,
  "energy_ev": -84925.4172
}

***

Record 2
{
  "formula": "C10H15FSi",
  "method": "ωB97M-V/def2-TZVPD",
  "elements": ["C", "C", "C", "C", "C", "C", "C", "C", "C", "H", "H", "H", "H", "H", "H", "H", "H", "H", "H", "H", "H", "C", "Si", "F", "H", "H", "H"],
  "positions_angstrom": [[1.1191, 2.7645, -1.7759], [0.9574, 1.6012, -0.8179], [0.4817, 0.4442, -1.3608], [0.4108, -0.6495, -0.4584], [-0.0680, -2.0942, -0.9622], [0.6332, -0.5388, 0.9175], [1.2167, 0.6535, 1.4430], [1.4367, 0.8463, 2.8978], [1.1911, 1.7226, 0.5646], [1.2424, 2.3308, -2.8835], [0.2577, 3.3711, -1.6516], [2.0584, 3.3217, -1.6822], [0.1398, 0.0937, -2.4333], [0.8091, -2.7097, -0.9333], [-0.8829, -2.3537, -0.3180], [-0.4951, -1.9279, -2.0718], [0.4451, -1.3420, 1.5952], [0.8078, 0.1250, 3.3992], [2.5251, 0.6396, 3.1052], [1.3418, 1.8399, 3.2869], [1.4504, 2.6410, 1.0101], [-3.6140, -2.1675, 0.7903], [-3.7021, -0.8098, -0.3306], [-5.1461, -0.0356, -0.4790], [-3.8416, -2.0427, 1.8202], [-2.5922, -2.6345, 0.6557], [-2.9104, -0.3880, -1.5430]],
  "homo_lumo_gap_ev": 8.73,
  "relative_energy_ev": 0.381,
  "smiles": "Cc1cc(C)cc(C)c1.C=[SiH]F",
  "energy_ev": -21206.5407
}

***

Record 3
{
  "formula": "C10H15N2Se5SiSn",
  "method": "ωB97M-V/def2-TZVPD",
  "elements": ["Sn", "Se", "Se", "Se", "Se", "N", "C", "N", "C", "C", "C", "C", "C", "C", "H", "H", "H", "H", "H", "H", "C", "Si", "C", "C", "Se", "H", "H", "H", "H", "H", "H", "H", "H", "H"],
  "positions_angstrom": [[1.7373, 1.8882, -0.8636], [2.9835, 2.4876, 1.2224], [2.5733, 4.7990, 1.0163], [3.3677, 5.0357, -1.1370], [1.6076, 3.9678, -2.2904], [-2.5218, 1.7310, -0.3164], [-1.3765, 2.0595, -0.9112], [-0.3278, 1.7172, -0.1834], [-0.8349, 1.1341, 0.9920], [-0.1961, 0.6390, 2.1285], [-1.0016, 0.1383, 3.1278], [-2.4015, 0.1256, 3.0168], [-3.0432, 0.6229, 1.9048], [-2.2265, 1.1307, 0.8993], [-3.4399, 1.9090, -0.6928], [-1.3312, 2.5503, -1.8700], [0.8776, 0.6598, 2.2266], [-0.5461, -0.2552, 4.0258], [-2.9890, -0.2782, 3.8294], [-4.1211, 0.6260, 1.8255], [-0.5571, -1.7359, -2.0738], [1.1268, -2.0127, -1.3338], [1.0299, -2.2525, 0.5063], [2.0252, -3.3938, -2.1923], [2.6432, -0.2598, -1.7564], [-1.1585, -2.6433, -1.9803], [-0.4824, -1.4900, -3.1341], [-1.0886, -0.9455, -1.5517], [0.4634, -3.1475, 0.7731], [0.5418, -1.3979, 0.9798], [2.0320, -2.3495, 0.9253], [1.5155, -4.3468, -2.0334], [3.0424, -3.4986, -1.8121], [2.0768, -3.2144, -3.2670]],
  "homo_lumo_gap_ev": 7.86,
  "relative_energy_ev": 0.000,
  "charge": 1,
  "energy_ev": -354033.0781
}

***

Record 4
{
  "formula": "C10H15N3OS2",
  "method": "ωB97M-V/def2-TZVPD",
  "elements": ["C", "C", "N", "N", "C", "S", "C", "C", "O", "N", "C", "C", "C", "C", "C", "S", "H", "H", "H", "H", "H", "H", "H", "H", "H", "H", "H", "H", "H", "H", "H"],
  "positions_angstrom": [[0.2228, -0.7746, -5.2818], [-0.4540, -0.3447, -4.0420], [-0.6605, -1.0881, -3.0214], [-1.2854, -0.4940, -2.0127], [-1.5760, 0.7474, -2.2425], [-2.3887, 1.8119, -1.1572], [-2.7316, 0.6980, 0.2467], [-1.5091, 0.5582, 1.1620], [-1.3861, 1.2494, 2.1492], [-0.6583, -0.3966, 0.7519], [0.6326, -0.6671, 1.3622], [1.6143, 0.5139, 1.2137], [2.3938, 0.5364, 2.5243], [1.3212, 0.1872, 3.5507], [0.5417, -0.9435, 2.8791], [-1.0676, 1.3013, -3.8263], [-0.4425, -0.6550, -6.1356], [0.5091, -1.8184, -5.1878], [1.1100, -0.1677, -5.4566], [-3.0623, -0.2557, -0.1595], [-3.5335, 1.1896, 0.7961], [-0.8342, -0.8123, -0.1581], [1.0198, -1.5484, 0.8448], [1.0412, 1.4368, 1.1201], [2.2519, 0.4086, 0.3365], [3.1714, -0.2302, 2.5144], [2.8600, 1.5021, 2.7119], [1.7340, -0.1083, 4.5138], [0.6617, 1.0426, 3.6928], [-0.4944, -0.9708, 3.2085], [0.9989, -1.9078, 3.1026]],
  "homo_lumo_gap_ev": 9.37,
  "relative_energy_ev": 0.000,
  "smiles": "Cc1nnc(SCC(=O)NC2CCCC2)s1",
  "energy_ev": -38801.9555
}

***

Record 5
{
  "formula": "C10H15N4",
  "method": "ωB97M-V/def2-TZVPD",
  "elements": ["C", "C", "C", "C", "C", "C", "C", "C", "C", "C", "N", "N", "N", "N", "H", "H", "H", "H", "H", "H", "H", "H", "H", "H", "H", "H", "H", "H", "H"],
  "positions_angstrom": [[-2.3097, 1.9261, 0.2365], [-3.2580, 0.9581, 0.0885], [-1.6294, -0.6336, -0.5134], [-0.9964, 1.6694, -0.1547], [-2.9693, -0.3793, -0.2379], [-0.5880, 0.3007, -0.4118], [0.0990, 2.6025, -0.2447], [1.1423, -0.2501, 1.5759], [3.1442, -0.3794, -0.0938], [1.5605, -0.7471, 0.2258], [1.2419, 2.3212, -0.5295], [-3.8099, -1.4003, -0.2254], [1.0371, -0.3158, -2.0378], [0.7374, 0.0140, -0.7450], [-2.5044, 2.9069, 0.4570], [-4.2722, 1.2050, 0.3834], [-1.4142, -1.6554, -0.6537], [-0.0819, 3.6712, -0.0738], [1.3533, 0.8320, 1.9615], [0.1151, -0.3177, 1.5668], [1.4520, -0.8571, 2.3542], [3.7758, -0.4347, 0.7874], [3.1615, 0.6711, -0.3110], [3.3541, -1.2053, -0.7966], [1.2897, -1.8754, 0.2600], [-4.7556, -1.2314, -0.0452], [-3.7352, -2.4276, -0.0764], [0.3449, -0.1444, -2.7842], [1.9884, 0.0789, -2.3188]],
  "homo_lumo_gap_ev": 6.34,
  "relative_energy_ev": 6.463,
  "charge": 1,
  "energy_ev": -16562.2747
}

***

Record 6
{
  "formula": "C10H15NO2",
  "method": "ωB97M-V/def2-TZVPD",
  "elements": ["C", "C", "C", "C", "C", "O", "C", "C", "H", "H", "H", "H", "H", "H", "H", "H", "C", "C", "C", "N", "O", "H", "H", "H", "H", "H", "H", "H"],
  "positions_angstrom": [[-1.4763, 2.5393, -1.7667], [-1.5870, 1.7449, -0.4726], [-0.6206, 1.9927, 0.5145], [-0.6724, 1.2715, 1.6894], [-1.6849, 0.3429, 1.8629], [-1.6833, -0.4434, 3.0068], [-2.6501, 0.1103, 0.9307], [-2.5775, 0.8158, -0.2849], [-2.3030, 2.2870, -2.4084], [-0.5276, 2.3322, -2.2621], [-1.5316, 3.6096, -1.5756], [0.1072, 2.7226, 0.1937], [0.0577, 1.4051, 2.4685], [-1.0639, -0.0524, 3.6427], [-3.3511, -0.6979, 1.0359], [-3.2247, 0.6984, -1.1424], [2.2528, -0.3910, -1.2302], [2.6779, -1.8282, -0.9246], [2.1352, -2.2051, 0.4360], [1.2772, -3.2776, 0.4402], [2.4823, -1.6311, 1.4443], [2.8122, 0.3296, -0.6227], [1.1832, -0.3472, -1.0132], [2.4755, -0.0231, -2.2345], [2.2111, -2.4787, -1.6344], [3.7540, -1.9583, -0.9539], [0.7105, -3.3285, 1.2746], [0.8173, -3.5393, -0.4141]],
  "homo_lumo_gap_ev": 9.25,
  "relative_energy_ev": 0.349,
  "smiles": "Cc1ccc(O)cc1.CCC(N)=O",
  "energy_ev": -16198.7433
}